56
Properties=species:S:1:pos:R:3:forces:R:3:lowdin_spin:R:1 method="wB97M-V/def2-TZVPD" total_charge=+1 s_squared=2.02 mol_weight_g_mol=678.27 total_energy_ev=-71036.7506 homo_lumo_gap_ev="7.214 / 6.571" multiplicity=3 homo_energy_ha="-0.393 / -0.391" lumo_ev="-3.48 / -4.06"
N 3.938400 0.331419 0.944540 0.049 -0.010 0.081 0.0201
C -0.142274 3.206169 -1.427948 -0.082 -0.008 0.046 0.0009
C 2.190145 -3.185231 -1.631380 -0.005 -0.003 0.003 0.0045
C 0.386219 -2.824225 -0.024906 0.058 0.127 -0.015 0.0057
H 0.932617 3.348096 -1.291202 0.003 -0.023 0.001 -0.0001
C -3.391572 1.058765 0.625043 -0.035 0.057 -0.041 0.0070
N 2.117423 0.042985 -0.226964 -0.040 0.082 0.172 0.0117
H -2.824534 2.737740 -2.258002 -0.033 -0.022 0.039 0.0000
C -4.729119 0.745589 0.443537 -0.028 -0.012 -0.002 0.0008
H -1.705585 -2.451541 -0.459560 -0.010 -0.041 0.004 0.0019
C 1.651417 0.015724 2.059463 -0.104 -0.061 0.054 0.0248
N 0.404318 -0.228098 1.681126 0.021 0.034 0.005 0.0190
H 0.960535 -3.072552 2.036468 0.007 0.001 -0.004 0.0009
H -0.615845 4.187537 -1.336207 0.003 -0.009 0.004 -0.0003
H 3.033752 0.109454 -2.167537 0.004 0.004 0.004 0.0003
W 0.030571 -0.359991 -0.473075 0.066 -0.319 -0.166 1.6702
O 0.526907 0.128511 -2.493098 0.129 0.056 -0.166 0.0422
O -0.430273 -1.288434 -4.151123 -0.018 0.047 -0.011 -0.0008
N 1.735986 0.052717 3.400354 0.088 0.004 0.021 0.0153
H -2.899405 0.741764 1.539024 0.015 -0.006 0.042 0.0010
C 3.173460 0.159593 -1.102318 -0.028 -0.028 -0.048 0.0118
H 0.278673 -0.187454 4.960665 -0.004 -0.010 -0.006 -0.0003
H -0.796047 3.815715 1.600723 0.011 -0.013 -0.024 -0.0011
H 3.326278 -3.584953 1.530656 -0.012 0.003 0.000 0.0000
C 0.478122 -0.179583 3.904163 -0.015 0.060 0.023 -0.0028
C 4.309901 0.340057 -0.382724 0.009 0.003 -0.003 -0.0034
C -5.380364 1.148799 -0.715724 0.015 -0.016 0.020 0.0022
C -0.915147 -2.181028 0.235961 -0.094 0.031 0.026 -0.0040
H -1.395039 -0.539404 2.806447 -0.010 -0.003 0.011 0.0011
O -1.536154 -0.775239 -2.109928 -0.020 0.091 0.298 0.0355
H 2.560028 0.229446 3.950479 -0.002 0.001 -0.004 0.0004
H -5.194474 2.185581 -2.582735 0.002 0.003 0.003 0.0001
C 3.071112 -3.379615 -0.589375 0.002 0.000 -0.005 0.0064
H -1.255351 -2.254354 1.263625 -0.004 -0.051 0.011 0.0060
C 1.305056 -3.091096 1.008505 0.025 -0.017 0.002 0.0098
C 0.852834 -2.907944 -1.348438 0.002 0.006 0.016 0.0114
C -2.676407 1.786052 -0.332893 0.088 -0.009 0.068 0.0119
H -0.914833 2.249529 2.386586 0.001 -0.003 0.014 0.0002
H 5.332382 0.469233 -0.688548 -0.006 0.000 0.005 -0.0005
C 2.625605 -3.368520 0.734415 -0.002 -0.004 0.020 0.0018
Si -0.827358 2.038895 -0.120444 0.021 0.004 -0.085 0.0224
C 2.611388 0.146020 0.999065 0.071 0.024 -0.102 0.0297
O -1.313827 0.879444 -3.820672 0.010 -0.035 -0.035 0.0070
Cl 4.749706 -3.656126 -0.909940 -0.001 0.000 -0.005 0.0013
C -0.337735 -0.347038 2.830700 -0.026 -0.040 -0.036 0.0154
C -0.434442 2.784889 1.567197 -0.062 0.022 -0.041 -0.0028
H -5.266136 0.190346 1.202449 -0.001 0.002 -0.010 0.0000
H 2.532115 -3.244426 -2.655886 0.007 0.000 0.007 0.0000
H 0.155491 -2.799243 -2.170411 -0.015 -0.034 -0.008 0.0026
H -6.423333 0.902538 -0.866109 0.002 0.005 0.009 0.0001
H 0.643620 2.812477 1.755926 -0.021 -0.016 -0.014 0.0001
C -3.349568 2.181015 -1.488539 -0.027 0.050 -0.075 0.0019
H 4.568988 0.424125 1.723696 -0.005 0.006 -0.004 0.0007
Cl -0.732564 -0.258746 -3.241830 -0.047 0.051 -0.115 0.0081
C -4.689872 1.868086 -1.679325 0.043 0.015 -0.001 0.0017
H -0.305798 2.846510 -2.443952 0.005 0.003 0.020 -0.0002



46
Properties=species:S:1:pos:R:3:forces:R:3:lowdin_spin:R:1 method="wB97M-V/def2-TZVPD" total_charge=-1 s_squared=8.84 mol_weight_g_mol=626.24 relative_energy_ev=0.000 total_energy_ev=-103880.0340 homo_lumo_gap_ev="5.890 / 6.136" multiplicity=6 homo_energy_ha="-0.168 / -0.191" lumo_ev="1.32 / 0.93"
H 0.898115 2.913377 -1.039771 -0.004 0.001 -0.007 0.0007
H 3.398926 -6.105096 -3.883838 0.002 -0.001 0.001 0.0000
N -0.028798 -7.207866 -1.125538 -0.038 0.030 0.023 0.0036
C -0.916696 2.429941 -0.268514 -0.041 -0.015 0.012 0.0082
C 1.370855 -4.616353 0.135825 -0.007 -0.009 -0.015 0.0127
H 0.895319 0.501220 -1.913612 0.018 0.010 0.000 0.0047
H -3.100297 -5.772145 -0.088894 -0.012 0.010 0.001 -0.0004
C -0.432710 -3.035033 0.114567 -0.014 0.021 0.009 0.0026
S 3.277714 -1.826001 3.233732 0.013 -0.163 0.062 0.3233
C 2.368351 -5.915093 -3.622980 -0.001 0.011 0.001 0.0002
C 2.238394 -3.570897 0.236725 0.004 0.004 -0.005 0.0038
Sb 2.699752 0.286241 2.622004 0.084 0.169 -0.086 0.3555
C -0.287531 -5.470320 -2.912331 -0.014 0.011 0.005 0.0003
C 1.744189 -2.253412 0.277652 -0.009 -0.017 -0.022 0.0195
C 3.420345 -4.402087 -5.727147 0.005 0.008 0.002 0.0000
C -1.031554 -5.362097 -0.095569 -0.054 0.064 -0.017 0.0095
H -3.800568 -3.379505 -0.014296 -0.001 0.000 -0.005 0.0009
H 1.739359 -5.633508 0.142162 -0.007 -0.001 -0.004 0.0006
O -1.301983 3.567113 -0.133172 0.002 0.012 0.000 -0.0013
Mn -0.527281 -0.195643 0.427239 -0.105 -0.100 0.127 3.8484
O -1.515115 1.358847 0.200302 0.007 0.022 -0.024 0.0148
C 0.269235 -4.787534 -3.972005 -0.001 0.003 -0.007 0.0000
O -2.069206 -1.360273 0.070702 0.043 0.051 -0.073 0.0551
C -2.752546 -3.646187 -0.007843 0.001 0.012 0.002 0.0112
S 3.611362 0.953160 0.594922 -0.044 -0.003 0.018 0.1939
C -0.021962 -4.372062 0.037121 0.018 -0.031 0.015 -0.0020
H 3.594209 -3.718255 -6.553326 -0.001 0.002 0.002 0.0000
N 0.455510 -1.999658 0.244236 -0.004 0.004 -0.012 -0.0197
C -2.352629 -4.988636 -0.046430 0.031 -0.031 -0.002 -0.0033
H 3.634137 -5.423762 -6.053377 -0.002 0.000 0.001 0.0000
N 0.767756 0.866267 -0.975701 0.045 0.030 0.014 0.0517
C -1.803957 -2.638309 0.050074 0.007 -0.019 0.006 0.0010
C 1.604941 -4.989138 -4.321605 0.001 -0.008 -0.004 0.0003
O 2.061814 -4.248945 -5.368418 0.002 -0.007 0.005 0.0001
S 0.318304 0.508366 2.467638 0.010 0.015 -0.019 0.0847
H 3.304232 -3.721716 0.325310 0.000 0.005 0.006 0.0022
C 1.788180 -6.621003 -2.575551 -0.003 -0.016 0.023 0.0005
N 0.217052 2.167972 -1.059700 -0.009 -0.001 -0.015 0.0055
H 2.360533 -7.366960 -2.037717 0.008 0.006 -0.004 0.0000
C 0.482633 -6.381405 -2.186328 0.024 0.011 -0.019 0.0003
N -0.751230 -6.762379 -0.221478 0.052 -0.058 0.005 0.0008
H 2.425082 -1.411449 0.333008 0.005 0.000 0.018 0.0025
H 4.082293 -4.141475 -4.897095 -0.001 0.000 0.000 0.0000
H 1.690373 0.901465 -0.499003 -0.013 -0.031 -0.016 0.0079
H -1.320360 -5.292688 -2.646629 0.008 -0.002 -0.003 0.0000
H -0.313745 -4.078481 -4.544854 -0.003 0.001 0.004 0.0000



88
Properties=species:S:1:pos:R:3:forces:R:3:mulliken_charge:R:1 method="wB97M-V/def2-TZVPD" total_charge=-1 mol_weight_g_mol=744.67 relative_energy_ev=2.424 total_energy_ev=-80004.6772 homo_lumo_gap_ev=6.140 homo_energy_ha=-0.145 lumo_ev=2.20
H 0.683567 1.395525 0.861727 -0.214 0.080 -0.242 -0.0634
F -0.860972 -0.056376 4.408505 3.127 1.799 -0.002 -0.3612
H 1.391508 2.329735 2.538172 -0.837 -1.444 0.757 -0.4048
H 6.910098 0.721096 2.968396 -0.034 -0.138 0.146 0.3561
H -0.144450 5.765273 2.920717 0.149 -0.106 0.012 0.4604
N 2.078011 0.204987 2.185928 1.575 -1.718 -1.125 -0.5865
F 1.895660 -1.499473 0.075693 0.148 -0.533 -0.703 -0.4317
H 2.410678 -1.752605 -2.455741 -0.087 -0.003 0.071 0.4249
C -1.270281 -2.423176 -1.432660 0.354 0.165 -0.101 0.0459
C 0.054173 -1.095555 -7.003576 0.168 0.414 -0.108 -0.4092
H -5.623828 -3.476740 -2.168971 0.098 -0.199 0.096 0.5827
H -3.040270 2.131126 -3.811456 -0.097 -0.164 0.104 0.4215
H -4.925245 1.444491 -5.276367 0.033 -0.086 0.172 0.3804
H -6.449817 -0.383879 -4.570045 0.133 0.018 0.130 0.3829
H 0.733027 -2.399942 -4.187445 0.004 0.058 0.171 0.3325
C -3.708765 1.332076 -3.500109 -0.288 -0.291 0.066 -0.4827
H 2.829727 0.727103 1.642309 -1.443 -0.594 1.109 0.2105
H 1.583597 -1.482953 -8.472705 -0.095 0.139 0.114 0.3468
C 5.309925 -0.384172 5.765408 0.307 -0.005 -0.328 -0.4151
H -1.629607 1.526298 2.549354 1.376 1.330 -0.510 0.2676
H 1.920658 -0.660344 1.586015 0.177 1.945 1.682 0.3575
H -0.217839 -0.037861 2.042573 -0.116 -0.310 0.143 -0.5485
H -1.389897 -0.393976 -5.555209 0.062 0.076 -0.015 0.4724
C 7.030152 -1.924350 5.088823 -0.671 1.140 -0.207 0.3370
H 5.088755 1.367735 4.528887 0.053 -0.288 0.029 0.3812
F -3.294959 -4.428821 -1.529444 -0.093 -0.221 -0.122 -0.2284
C -3.509606 0.693462 -2.276367 0.090 -0.014 0.080 -0.3207
O -0.881262 2.142874 2.272926 -1.410 -1.625 0.815 -0.6675
H -6.068510 -1.539433 -2.390215 0.047 0.219 0.018 0.6189
H 4.595372 7.191668 3.326157 -0.159 -0.087 -0.010 0.3411
C 1.404129 0.622640 -8.046859 -0.335 -0.242 0.257 -0.4177
C -4.766696 0.943924 -4.323547 -0.065 -0.085 0.009 -0.4682
C 0.887247 6.085759 3.020803 -0.115 0.065 0.028 -0.3472
C 7.365463 -1.106374 4.015605 0.049 -0.117 0.032 -0.3549
H -0.213234 -2.143331 -6.889714 0.027 0.196 0.023 0.4007
H 2.192148 0.909765 -8.738621 -0.153 -0.013 0.132 0.3501
C -5.626883 -6.096356 0.692149 -0.126 0.319 -0.362 -0.4182
F -0.909577 2.152470 -5.710107 -0.081 0.122 0.061 -0.2816
C 3.244492 5.627518 2.713440 0.069 0.043 0.005 -0.4629
C 0.989455 -1.838367 -0.850892 -0.802 -0.257 -0.751 0.4338
F 1.272095 0.201096 6.411360 1.396 0.432 -2.920 -0.3675
H -0.603548 -1.990018 0.578099 0.075 0.127 -0.072 0.3773
H 0.405544 7.994195 3.898006 0.112 -0.139 -0.073 0.3431
C -6.829985 -5.528469 0.265736 0.060 -0.023 0.008 -0.4093
H -3.486316 -6.163720 0.391749 -0.067 0.100 -0.050 0.4219
H -1.623451 -2.814374 -3.523064 0.086 0.032 0.126 0.4168
P 0.571092 1.150694 2.296404 0.409 1.292 -2.590 1.2553
C -0.610243 -0.121463 -6.258774 -0.084 0.030 0.040 -0.2263
H -7.764255 -5.820040 0.740811 0.176 0.065 -0.087 0.3551
F 2.696063 1.420567 4.885172 -2.762 -3.171 0.447 -0.2516
C 3.557377 6.878984 3.244022 -0.487 -0.041 0.013 -0.3666
H -2.697672 0.988466 -1.619965 -0.054 -0.076 -0.005 0.6284
H 0.978149 2.648460 -7.421235 -0.042 -0.097 0.064 0.4022
H -7.774755 -4.151609 -1.099512 0.188 -0.043 0.052 0.3637
C 0.436891 -2.304788 -3.145717 -0.271 -0.001 0.400 -0.4750
C 1.912407 5.243644 2.604622 0.052 0.375 0.123 0.2333
C 2.533950 7.729032 3.670397 0.073 -0.007 -0.013 -0.4625
C -4.429392 -5.727157 0.079543 0.060 -0.002 -0.008 -0.3742
F -0.045254 2.155273 4.773882 0.983 -3.365 -0.635 -0.3399
F 1.612140 4.043623 2.090418 0.316 1.483 -0.194 -0.2711
H -5.623836 -6.824921 1.499077 0.042 0.133 -0.155 0.3529
H 2.079360 -0.725560 4.655978 -0.463 2.580 0.469 0.2264
C -0.888020 -2.539648 -2.769911 0.127 0.046 -0.023 -0.6736
C 0.336236 0.827414 4.162849 -0.832 1.448 2.290 0.3868
C -5.417873 -0.731944 -2.709722 -0.019 -0.029 0.025 -0.3554
F -4.169358 -0.952007 -0.721196 -0.059 -0.084 0.092 -0.3482
C -0.325619 -2.076274 -0.467100 0.024 -0.024 0.061 -0.3044
H 2.778648 8.703226 4.088296 -0.040 -0.164 -0.064 0.3358
C 1.061941 -0.723268 -7.894495 0.016 0.064 -0.006 -0.5114
C -5.637899 -4.211991 -1.371265 0.036 -0.024 -0.047 -0.1413
F 7.703105 -3.066316 5.282898 0.254 -0.410 0.066 -0.3271
C -6.836686 -4.589181 -0.766555 0.336 -0.225 0.188 -0.5347
C 6.660810 0.079491 3.810122 -0.178 -0.189 0.435 -0.4464
C 6.007454 -1.575622 5.964111 0.077 -0.048 -0.022 -0.3890
H 5.762636 -2.232925 6.792042 0.051 0.032 -0.085 0.3946
C -5.624115 -0.085957 -3.928633 0.387 0.209 0.145 -0.6086
H -2.302928 -2.602436 -1.143158 0.444 0.185 -0.027 0.3266
H 4.513863 -0.098689 6.448587 0.102 -0.057 -0.161 0.4103
C 1.378981 -1.946939 -2.181356 0.091 0.017 0.045 -0.6552
C -4.445851 -4.786779 -0.944700 -0.900 -0.290 0.451 0.0092
H 8.170812 -1.398078 3.349684 -0.074 -0.036 0.068 0.3839
C 0.731719 1.597577 -7.310012 -0.012 0.056 0.017 -0.4655
C 1.200184 7.332573 3.561692 0.385 -0.253 -0.150 -0.3293
H 4.026305 4.950613 2.384779 -0.134 0.020 0.020 0.4028
C 1.678628 0.331479 4.961679 -1.161 0.658 1.421 0.2088
C -0.267422 1.216222 -6.421227 0.490 -0.750 -0.521 0.3375
C 5.636044 0.440730 4.686075 0.048 0.091 -0.005 -0.3401
C -4.364101 -0.334629 -1.894027 -0.079 0.483 -0.830 0.1671